Entry 1:
# CH5ClO4P

2 unconnected molecules or ions with the total composition CH5ClO4P (ωB97M-V/def2-TZVPD, the Open Molecules 2025 dataset).

The geometry in XYZ format:
```
12
Properties=species:S:1:pos:R:3:forces:R:3:nbo_charge:R:1
O 0.5652 -1.2548 3.7311 0.18 0.00 0.34 -1.13
O -1.3726 0.0638 4.8967 0.65 -0.97 1.42 -0.98
O -1.1202 0.1431 2.4244 0.76 -0.23 1.07 -1.04
O 0.5168 1.3298 3.9633 0.67 -0.15 0.00 -0.81
C 1.7284 1.5178 3.2176 0.35 0.18 -0.12 -0.26
P -0.2634 -0.0459 3.7557 -1.32 0.51 -1.64 2.54
H -1.0927 -0.4451 5.7047 -0.40 0.77 -1.19 0.50
H -1.7053 0.9469 2.4631 -0.35 0.46 -0.25 0.55
H 2.1871 2.4613 3.5580 -0.34 -0.39 -0.09 0.18
H 2.4432 0.6960 3.3920 -0.37 0.21 0.01 0.19
H 1.5347 1.5915 2.1342 -0.11 -0.03 0.42 0.19
Cl -2.9531 2.7662 2.3294 0.27 -0.36 0.03 -0.94
```
Forces are in eV/Å.

Values from the calculation:
DFT total energy (eV): -31125.3053
Orbital gap (Eh): 0.2818
Molecular weight (g mol⁻¹): 147.47
Total charge: -1
E_HOMO (eV): -4.335
Strongest force on any atom (eV/A): 2.2


Entry 2:
# CH5ClP2

2 unconnected molecules or ions with the total composition CH5ClP2 (ωB97M-V/def2-TZVPD, the Open Molecules 2025 dataset).

The geometry in XYZ format:
```
9
Properties=species:S:1:pos:R:3:forces:R:3:nbo_charge:R:1
C -1.0302 0.0136 -0.4784 1.31 0.24 0.97 -0.56
P -1.8017 -1.2021 0.7143 -0.37 -0.68 -2.91 0.34
P 1.6221 0.5645 0.1941 -1.62 -1.33 0.86 0.10
Cl -1.7947 1.5329 -0.4471 -0.56 1.29 0.28 0.01
H -0.9133 -0.1913 -1.5381 0.21 -0.95 0.34 0.22
H -0.6536 -1.9560 0.7440 0.53 -0.85 0.09 -0.02
H -1.6395 -0.7780 1.9746 0.55 1.39 1.44 -0.01
H 1.3431 1.9175 0.1515 -0.10 0.70 -0.32 -0.04
H 2.3863 0.5002 -0.9623 0.05 0.18 -0.76 -0.04
```
Forces are in eV/Å.

Values from the calculation:
DFT total energy (eV): -32214.1778
Orbital gap (alpha / beta) (Eh): 0.2683 / 0.2816
Molecular weight (g mol⁻¹): 114.45
Total charge: 0
ΔE to the lowest compared entry with this formula, charge and spin (kJ/mol): 235.96
E_HOMO (alpha / beta) (eV): -8.165 / -8.339
Strongest force on any atom (eV/A): 3.0